# 1
{"formula": "C44H37N9P2SbSe4Tl", "method": "ωB97M-V/def2-TZVPD", "homo_lumo_gap_ev": 4.967, "homo_energy_ha": -0.0519, "relative_energy_kj_mol": 0.0, "charge": -2, "species": ["C", "H", "H", "H", "N", "C", "H", "N", "N", "C", "C", "H", "H", "C", "H", "C", "H", "Se", "C", "C", "N", "C", "C", "C", "C", "H", "C", "C", "H", "Se", "C", "C", "H", "C", "C", "H", "C", "H", "N", "C", "H", "C", "H", "C", "C", "H", "N", "C", "C", "H", "H", "C", "H", "C", "C", "C", "C", "H", "Sb", "C", "H", "H", "C", "C", "C", "C", "N", "H", "H", "H", "H", "H", "P", "H", "Se", "C", "C", "C", "H", "Se", "H", "H", "H", "H", "C", "H", "N", "C", "H", "P", "C", "H", "H", "C", "Tl", "C", "N", "C"], "positions_angstrom": [[-5.4047, 2.5576, 0.7754], [4.6629, -2.5965, -0.6258], [-6.4884, 3.6302, -0.7238], [-1.9805, -5.2806, 1.0480], [-4.1055, 0.3226, 0.0680], [1.3860, 3.6210, -2.3193], [-1.0945, 0.2819, 5.4933], [0.4406, 1.6777, -1.2488], [2.3262, 1.7890, 0.7336], [3.0547, -2.0383, 3.1949], [-2.4648, -3.3229, 0.3781], [-4.5444, 1.5852, 2.4811], [5.4561, -5.4299, 2.6364], [1.3550, 2.6601, -1.2934], [-2.4689, -3.4504, -4.5461], [-0.9761, 4.3860, 0.3810], [-1.2126, -2.1609, 4.9249], [-0.3793, -5.1259, -2.5567], [-2.7076, -2.2137, -2.8307], [-6.4406, 3.3688, 0.3274], [2.0005, -0.1165, 4.2464], [3.3106, 4.7107, -1.3367], [-6.3173, 2.6745, 3.0067], [4.2877, 3.7659, 0.7438], [0.8088, -2.1981, 4.2156], [-6.2659, 2.4023, 4.0539], [0.4206, 3.5220, -3.3356], [-2.1209, 3.8149, -0.1561], [-8.2104, 4.4701, 0.8474], [1.1141, -4.0294, 1.0278], [-3.1024, -4.1844, 2.5308], [-0.7866, 2.5437, 1.9127], [-5.6187, -0.8004, -1.8080], [-0.4894, 2.5018, -3.2965], [-4.4993, -2.7405, -4.3444], [-2.2922, 1.0339, 1.7720], [3.2398, 1.8358, 1.6777], [-0.2336, 2.0066, 2.6725], [3.3358, -1.4869, 2.0285], [-7.4081, 3.8385, 1.2094], [0.6110, 4.1662, 1.8109], [-0.2444, -0.2404, 5.0733], [3.6559, -1.2538, -0.3995], [-2.6254, 2.6212, 0.3564], [-0.3041, -1.5932, 4.7669], [-4.8582, -3.2353, -5.2394], [4.3881, -1.8353, -0.0021], [-7.3473, 3.4903, 2.5490], [-3.6837, -2.9626, 2.8454], [-4.1534, -2.8136, 3.8118], [2.3772, 5.3800, -3.1173], [-3.0605, -2.0988, 0.6789], [-4.0931, -0.9643, 2.1897], [2.3828, 4.6531, -2.3124], [1.9283, -1.4124, 3.9532], [-0.4331, 1.5950, -2.2246], [4.1904, -2.2139, 1.2690], [4.9778, 2.7926, 2.5250], [1.4777, -4.0017, -1.4308], [-3.1683, -2.8550, -3.9730], [-2.6176, 4.2864, -0.9983], [-3.1083, -4.9917, 3.2539], [-2.4872, -4.3585, 1.2998], [-0.3087, 3.7486, 1.4179], [0.9307, 0.4429, 4.8087], [4.2500, 2.8130, 1.7246], [5.1017, -4.8470, 3.3791], [5.0496, 4.5383, 0.7368], [1.0144, 1.5009, 5.0409], [-1.1261, 0.7630, -2.1713], [-1.6563, -2.3051, -2.5698], [-5.0274, -0.0743, 0.2167], [-2.8796, -0.7280, -0.5202], [-1.9510, -3.4955, -0.5640], [3.7312, -4.7247, -2.0499], [-4.9234, -1.3770, -2.4086], [-5.3761, -1.9931, -3.5655], [-5.3528, 2.2140, 2.1262], [4.5485, -5.3295, 4.0688], [1.2736, -1.5182, -1.8988], [3.1815, 1.0648, 2.4371], [0.4211, 4.2468, -4.1428], [-1.2373, 2.3742, -4.0677], [-8.1004, 3.8509, 3.2391], [2.3597, 2.7174, -0.2416], [0.8136, -3.2392, 3.9219], [3.5700, -3.1475, 3.7061], [-1.9454, 1.9875, 1.3925], [-6.4164, -1.8974, -3.8555], [-4.1441, 1.9730, -0.4405], [3.3248, 3.7397, -0.2793], [-0.5846, 5.3075, -0.0337], [4.0695, 5.4855, -1.3352], [-3.5882, -1.4908, -2.0271], [0.5246, -1.0088, 0.7742], [4.4870, -3.7126, 2.9038], [4.8605, -3.2845, 1.7150], [-3.6570, -1.9211, 1.9278]], "mulliken_charge": [0.3347, 0.1856, 0.3490, 0.4206, -0.4349, 1.6366, 0.3858, 0.8718, 0.6654, 0.4508, -0.1078, 0.2258, 0.2757, -0.2903, 0.4661, -0.6534, 0.3872, -0.7568, -0.4689, -0.6678, -0.3069, -0.8762, -0.8630, -0.8968, -0.5782, 0.3977, -0.9879, -0.7191, 0.3804, -0.7909, -0.4956, -0.5458, 0.1923, -1.0822, -0.4936, 0.6120, -0.0660, 0.2293, -0.1659, -0.5078, 0.4332, -0.4513, 0.1095, 0.8843, -0.1267, 0.3461, -0.2590, -0.3975, -0.7394, 0.4130, 0.3733, 0.3991, 0.0954, -0.9939, 0.2557, -0.5714, 0.4391, 0.4447, 0.6814, -0.7829, 0.3354, 0.3443, -0.6082, -0.4141, -0.4114, -1.1277, -0.5278, 0.3755, 0.4775, 0.3348, 0.2883, 0.5119, 0.5472, -0.1092, -0.8456, -0.5996, -0.5434, 0.3131, 0.2585, -0.8515, 0.0810, 0.3563, 0.4981, 0.3571, -0.6338, 0.3691, -0.6682, -0.1697, 0.3902, -0.2729, 1.5937, 0.3520, 0.3630, 0.7977, 0.8264, 0.4214, -0.6026, -0.0709]}


# 2
{"formula": "C44H38As2ClN5O8Ti", "method": "ωB97M-V/def2-TZVPD", "homo_lumo_gap_ev": [5.412, 7.544], "multiplicity": 3, "homo_energy_ha": [-0.0559, -0.1343], "charge": -2, "species": ["C", "C", "H", "H", "H", "H", "H", "N", "H", "H", "C", "H", "C", "H", "C", "H", "H", "H", "C", "O", "C", "C", "C", "H", "C", "O", "C", "Ti", "O", "C", "H", "C", "C", "H", "H", "O", "N", "H", "H", "C", "H", "Cl", "O", "H", "As", "C", "H", "C", "C", "O", "C", "C", "As", "H", "H", "C", "C", "C", "C", "H", "H", "C", "C", "O", "H", "H", "C", "C", "C", "H", "C", "C", "N", "C", "C", "C", "C", "H", "N", "H", "H", "H", "C", "H", "C", "H", "C", "N", "H", "C", "C", "C", "C", "H", "H", "C", "O", "C", "H"], "positions_angstrom": [[6.4318, -0.2684, 1.3212], [-4.4392, -5.6945, 2.8215], [5.7501, 0.8923, -5.0343], [2.5511, -5.5690, -1.5829], [-4.1026, 0.2162, 1.9091], [-4.1525, -6.3572, 3.6291], [-3.1596, 2.9340, 3.6334], [2.1071, 1.8928, 2.0204], [4.6764, 1.5110, -0.9566], [-2.3858, -1.1080, 3.8431], [4.3628, 0.3162, -3.5071], [-4.3304, -0.4271, 0.2840], [2.5226, 6.0405, 2.4552], [3.9970, -2.4594, 0.5148], [2.5655, -4.6730, -2.1916], [-6.5268, -6.1999, 2.9306], [-4.8739, -1.3790, 1.6928], [4.4008, 2.8451, -5.7614], [4.5738, -1.5464, 0.4790], [-2.1674, -1.8501, -2.6959], [-2.9563, 3.7788, 1.6907], [-4.0318, 4.8556, 1.9330], [6.0592, 0.7880, 0.5024], [2.5519, -3.3958, -0.4922], [2.5918, -3.4300, -1.5739], [-0.4938, 3.2819, -1.8754], [-6.1191, -4.7606, 1.3888], [-0.3117, 0.1257, 0.2237], [-1.9075, 0.0455, -1.2429], [-2.6597, 2.8467, 2.6780], [-7.1502, -4.6964, 1.0625], [2.8363, 4.0257, 1.1614], [1.9139, -2.9566, 2.5649], [-3.0766, -2.9159, -0.5174], [7.2959, -0.1803, 1.9687], [0.4754, 1.6105, -0.7586], [-1.1337, 1.6960, 1.2401], [-1.8262, -3.7558, 0.3950], [3.1794, 3.5324, 0.2584], [2.5213, -4.7557, -3.5766], [2.6286, 7.1119, 2.5647], [-1.1984, -1.0212, -2.0537], [-0.2990, -0.4250, -2.9971], [2.4344, -1.4511, -4.3082], [2.5200, -0.5218, -1.3893], [5.6789, -1.4340, 1.3151], [-5.4217, -3.3494, -0.0712], [2.4690, -3.5897, -4.3293], [-2.2621, 3.6793, 0.4930], [-4.0770, 5.7634, 1.0817], [-3.8109, -4.0649, 1.1444], [-5.1467, -3.9976, 0.7533], [-2.3498, -1.5154, 1.3804], [2.1470, 1.5476, 1.0774], [1.4575, 1.9145, -2.7899], [2.8728, -2.9424, 3.6161], [4.2103, -0.5078, -0.3767], [-4.1108, -0.6981, 1.3165], [4.0528, 2.2166, -4.9495], [1.2659, 3.3352, 4.0808], [6.6229, 1.7133, 0.5153], [2.6086, -2.2526, -2.3215], [4.8105, 1.1188, -4.5436], [-0.4377, -1.7882, -1.0243], [-1.4521, -2.5688, 3.4973], [2.3846, -3.6425, -5.4085], [1.3612, -1.7773, 2.0654], [-0.4390, 2.5508, -0.9102], [-2.3630, -2.0223, 3.2502], [1.4067, 1.4403, 2.5781], [-1.3529, 2.6540, 0.3019], [1.9095, 5.2833, 3.4472], [0.8459, -0.8398, 1.6108], [-3.4705, -4.9369, 2.1789], [3.1562, 0.5962, -2.8629], [4.9543, 0.6713, -0.3309], [1.4673, -4.1970, 2.0263], [2.4974, -5.7226, -4.0650], [1.0999, -5.2067, 1.5995], [1.5391, 5.7662, 4.3438], [2.2542, 3.3452, -4.6235], [-1.5235, 1.0823, 3.1620], [-1.7656, 1.8342, 2.4183], [4.9554, -0.5345, -3.1916], [1.7544, 3.9143, 3.3044], [-3.2328, -2.6308, 3.4897], [2.9852, 5.3939, 1.3143], [3.6631, -2.9573, 4.4579], [3.4667, 5.9632, 0.5276], [-2.7712, -3.2186, 0.4838], [-5.7704, -5.6062, 2.4321], [2.3991, 1.6872, -3.2741], [2.5064, -2.3478, -3.7069], [-2.4253, 4.4110, -0.2863], [-2.4288, -5.0274, 2.4682], [2.2110, 3.2640, 2.1545], [-4.7308, 4.6681, 2.9536], [2.8524, 2.4954, -4.3173], [5.9323, -2.2549, 1.9744]], "mulliken_spin": [0.0009, -0.0006, -0.0001, -0.0001, 0.0005, 0.0000, -0.0005, 0.0172, -0.0004, 0.0013, -0.0047, 0.0008, 0.0018, -0.0021, 0.0002, 0.0002, -0.0014, 0.0001, -0.0021, 0.0059, 0.0320, 0.0002, -0.0003, 0.0037, 0.0027, 0.0348, -0.0006, 1.5885, -0.0017, -0.0180, 0.0000, 0.0000, 0.0411, -0.0003, 0.0001, -0.0300, -0.0498, -0.0013, 0.0005, 0.0004, 0.0002, 0.0109, 0.0079, -0.0002, -0.0093, 0.0001, 0.0001, -0.0003, -0.0016, 0.0038, -0.0032, 0.0014, 0.0907, -0.0082, 0.0018, 0.0181, -0.0004, 0.0011, -0.0001, -0.0003, -0.0001, -0.0070, -0.0004, -0.0083, -0.0003, 0.0000, 0.0996, 0.0260, -0.0041, -0.0016, 0.0760, -0.0002, -0.0383, 0.0017, 0.0051, 0.0002, 0.0087, 0.0000, 0.0040, -0.0001, 0.0002, -0.0058, 0.0752, 0.0006, 0.0006, -0.0012, -0.0012, 0.0031, -0.0001, 0.0094, 0.0013, 0.0139, 0.0000, 0.0018, 0.0001, 0.0064, 0.0033, 0.0000, 0.0003]}


# 3
{"formula": "C44H38F6KN8O7PS3", "method": "ωB97M-V/def2-TZVPD", "homo_lumo_gap_ev": 7.020, "homo_energy_ha": -0.1153, "relative_energy_kj_mol": 26.0, "charge": -2, "species": ["C", "H", "H", "H", "O", "P", "H", "H", "S", "C", "C", "C", "H", "C", "H", "F", "N", "H", "H", "F", "C", "O", "C", "H", "C", "H", "H", "C", "C", "H", "H", "C", "C", "S", "C", "H", "H", "N", "H", "H", "H", "C", "C", "C", "C", "C", "H", "C", "F", "C", "H", "O", "C", "H", "H", "C", "N", "O", "H", "H", "C", "C", "C", "H", "H", "C", "H", "F", "C", "H", "C", "H", "H", "H", "C", "C", "F", "H", "N", "C", "C", "H", "C", "C", "C", "C", "H", "C", "S", "O", "H", "N", "N", "O", "N", "F", "C", "H", "C", "O", "C", "C", "C", "C", "C", "N", "K", "H"], "positions_angstrom": [[-5.0764, 2.3248, -3.2360], [-4.1557, 1.5588, 0.4285], [3.5483, 0.9927, 1.3910], [3.6190, 0.0792, 4.7652], [0.6125, 1.9360, 0.6765], [-1.6988, 2.1281, -0.8045], [2.8573, -7.5838, 0.0386], [3.2179, 3.3294, -2.7901], [-2.6174, -0.5209, 5.4162], [-0.4280, 3.6287, -2.8968], [2.8847, -4.0095, -1.3335], [1.6845, -4.6340, -1.0576], [3.4725, -3.3010, 3.5159], [-0.7467, 5.3925, 1.5768], [0.6330, 0.4146, -4.7475], [-3.0236, -3.3384, 3.2802], [1.1719, -2.4646, -1.7778], [5.1751, 0.4426, 3.0137], [-1.6469, 7.3350, 1.6385], [-0.2415, 0.5889, 5.1846], [3.2371, 2.2507, -2.7155], [-3.7579, -0.1751, 6.2141], [2.6406, -2.1717, 1.8203], [4.6240, -3.0282, 2.2061], [3.7184, -0.0844, 1.4506], [-3.2592, 4.5895, -1.2064], [2.0270, 2.1749, -0.9339], [3.9104, 0.0960, -3.4848], [4.0627, -5.9434, -0.6360], [5.0262, -4.1313, -1.3426], [2.0057, 0.7917, 3.2021], [2.1155, -0.2937, 3.2056], [-0.7385, 2.3865, -2.3487], [0.4848, 2.9948, 1.6815], [-2.9109, -3.9639, -1.8781], [4.4428, -0.5575, -4.1628], [1.1449, -0.7115, 3.4645], [2.5554, 0.2850, -1.5168], [-0.5050, 0.2487, -2.6020], [4.4046, 1.9167, -4.4956], [-4.9917, -3.8276, -2.3486], [1.6373, -5.9238, -0.5672], [-5.7392, 1.7261, -1.0082], [0.6144, -3.6375, -1.3927], [2.8505, -6.5744, -0.3563], [2.5277, -2.6244, -1.7785], [4.9912, -6.4726, -0.4550], [-2.8178, -1.2824, -2.0097], [-1.8226, 1.9859, 5.6795], [3.2147, -0.7608, 4.1947], [0.4732, 4.6910, -4.5261], [-1.9559, -1.7752, 5.6445], [0.5939, 2.5647, -4.7998], [1.6998, -2.6417, 2.1223], [5.6907, -0.8928, 1.9795], [-0.3372, 1.2342, -3.0280], [-1.6774, -1.9155, -1.7214], [-0.0991, 2.5411, 2.9258], [-0.0220, 5.5994, 2.3535], [-2.9840, 2.6875, -3.5326], [-4.0295, -1.8969, -2.2515], [-3.2967, -2.3904, 2.3845], [-0.7368, 4.1272, 0.9930], [2.8592, -2.4707, 0.7978], [3.9772, -0.4357, 0.4526], [3.8020, -2.5753, 2.7680], [-5.3246, 2.5148, -4.2740], [-4.6088, -2.1210, 2.4515], [-1.6487, 6.3571, 1.1716], [-7.1024, 1.9037, -2.6621], [4.0950, -4.6422, -1.1315], [-3.2671, 6.8053, -0.1745], [-6.5053, 1.4378, -0.2988], [2.8199, -1.4860, 4.9109], [-4.0671, -3.2865, -2.1814], [-1.6461, 3.8099, -0.0215], [-1.0747, 0.6115, 7.1815], [1.1203, 2.6357, -5.7445], [4.3226, -1.3976, 3.4706], [-1.3639, 0.7539, 5.8714], [-4.4193, 1.8083, -0.5942], [-2.7640, -0.2017, -2.0422], [-1.7147, -3.2542, -1.6484], [-2.5542, 6.0610, 0.1607], [-6.0730, 1.9836, -2.3336], [2.5749, 1.6127, -1.6814], [0.6868, -6.3939, -0.3498], [-2.5464, 4.8051, -0.4215], [-2.2896, -0.8681, 2.6525], [-2.5821, -0.0808, 1.4878], [-4.9054, -1.2984, -2.4633], [2.4577, -0.7196, 1.8409], [3.4658, -1.8094, -2.1154], [-0.9476, -1.3718, 2.7886], [-2.9185, -0.1793, 3.9030], [-3.0363, -2.8802, 1.1677], [3.2489, -0.4634, -2.3800], [-2.8803, -5.0410, -1.7890], [0.2332, 3.7170, -4.1148], [1.6860, 3.7986, 1.8176], [0.3144, 1.3223, -4.2500], [4.8259, -0.4434, 2.4767], [-3.4110, 2.1738, -1.4905], [-3.7537, 2.4214, -2.8167], [3.8958, 1.4643, -3.6506], [-0.6224, -4.0346, -1.3163], [0.0953, -0.5903, 0.2389], [-0.7076, 4.5328, -2.3694]], "mulliken_charge": [-0.7173, 0.3588, 0.4629, 0.3847, 0.3120, 2.0604, 0.3837, 0.5152, 0.9720, -0.4591, 0.1894, 0.1233, 0.2844, -0.8883, 0.3924, -0.2045, -0.3653, 0.2194, 0.3630, -0.1068, -1.0341, -0.6945, 0.4876, 0.4115, -0.7577, 0.4890, 0.5434, -0.9661, -0.6624, 0.5302, 0.1905, -0.0431, 0.8938, 1.3821, -0.5620, 0.5207, -0.3076, 0.8054, 0.2205, 0.3577, 0.3653, -0.0736, -0.6502, 0.2611, -0.5848, -0.1964, 0.3768, -0.3976, -0.2191, -0.9501, 0.3695, -0.6110, -0.7258, 0.5021, 0.3791, -0.0494, 0.3105, -0.6013, 0.4826, 0.3545, -0.6923, 0.3354, -0.3935, -0.9303, 0.1510, -0.9837, 0.3822, -0.2346, -0.7392, 0.3270, -0.2699, 0.3907, 0.3940, 0.3474, -0.5631, -0.4358, -0.2661, 0.3235, -0.2848, 0.6394, -0.4581, 0.3238, 0.0167, -0.8277, -0.5536, -0.6159, 0.5260, -0.4096, 0.9820, -0.5743, 0.4725, 1.5515, -0.5159, -0.8082, -0.5170, -0.0454, 0.3168, 0.4536, -0.9035, -0.9055, -0.5332, -0.8715, -0.4489, 0.0312, -0.4367, -0.4814, 0.9466, 0.3614]}


Number 1: calculated total energy -350842.177 eV. Number 2: calculated total energy -227387.966 eV. Number 3: calculated total energy -146928.233 eV.